1.
{
  "formula": "C3H4N2O2",
  "method": "wB97M-V/def2-TZVPD",
  "e_lumo_ev": -0.2,
  "homo_lumo_gap_ev": 11.693,
  "smiles": "C[C@@H](C#N)[N+](=O)[O-]",
  "relative_energy_kcal_mol": 125.29,
  "species": ["C", "C", "C", "N", "N", "O", "O", "H", "H", "H", "H"],
  "xyz": [[0.718, -0.505, 0.927], [-0.304, 0.190, 0.062], [0.113, 1.673, -0.301], [0.411, 2.708, -0.565], [-0.726, -0.581, -1.170], [-1.038, -1.692, -0.965], [-0.944, 0.062, -2.166], [0.841, -1.535, 0.647], [1.675, -0.141, 0.998], [0.426, -0.500, 1.969], [-1.172, 0.320, 0.563]],
  "nbo_charge": [-0.64, -0.16, 0.26, -0.29, 0.55, -0.35, -0.35, 0.25, 0.24, 0.23, 0.24]
}

2.
{
  "formula": "C5H7NO",
  "method": "wB97M-V/def2-TZVPD",
  "e_lumo_ev": 0.3,
  "homo_lumo_gap_ev": 9.672,
  "smiles": "[H]/N=C/C=C\\CC=O",
  "relative_energy_kcal_mol": 37.32,
  "species": ["H", "N", "C", "C", "C", "C", "C", "O", "H", "H", "H", "H", "H", "H"],
  "xyz": [[-0.865, -2.393, -0.947], [-0.664, -1.476, -0.550], [-0.658, -0.570, -1.447], [-0.374, 0.842, -1.140], [-0.079, 1.324, 0.076], [0.087, 0.504, 1.321], [1.144, -0.589, 1.174], [1.417, -1.360, 2.058], [-0.862, -0.786, -2.504], [-0.426, 1.532, -1.980], [0.088, 2.397, 0.163], [0.379, 1.132, 2.170], [-0.847, -0.002, 1.589], [1.688, -0.594, 0.206]],
  "nbo_charge": [0.35, -0.62, 0.10, -0.30, -0.09, -0.58, 0.48, -0.53, 0.16, 0.21, 0.21, 0.24, 0.27, 0.11]
}

3.
{
  "formula": "C8H13N2",
  "method": "wB97M-V/def2-TZVPD",
  "e_lumo_ev": [-3.7, -3.8],
  "total_charge": 1,
  "homo_lumo_gap_ev": [8.100, 8.146],
  "relative_energy_kcal_mol": 136.72,
  "species": ["C", "C", "C", "C", "C", "C", "C", "C", "N", "N", "H", "H", "H", "H", "H", "H", "H", "H", "H", "H", "H", "H", "H"],
  "xyz": [[-1.338, -1.507, 0.640], [-1.750, -1.349, -0.784], [-1.319, 1.105, 0.125], [-0.030, 1.912, 0.302], [1.728, -1.093, -0.563], [1.994, -0.942, 0.833], [-0.834, -0.321, -0.151], [0.564, -0.176, -0.548], [0.928, 1.221, -0.602], [2.825, -0.210, -0.046], [-2.063, -1.308, 1.414], [-0.632, -2.286, 0.888], [-1.333, -2.018, -1.520], [-2.761, -1.036, -0.994], [-1.954, 1.161, 1.006], [-1.891, 1.476, -0.728], [-0.138, 2.963, 0.045], [0.345, 1.827, 1.323], [1.893, -1.938, -1.208], [1.696, -0.915, 1.849], [0.881, 1.609, -1.548], [3.779, -0.543, -0.145], [1.991, 1.133, -0.321]],
  "nbo_charge": [-0.39, -0.38, -0.41, -0.22, -0.12, -0.04, -0.13, 0.20, -0.56, -0.63, 0.24, 0.23, 0.23, 0.24, 0.25, 0.22, 0.24, 0.22, 0.24, 0.26, 0.43, 0.42, 0.46]
}

4.
{
  "formula": "C36H44AsHfN2O5P2S",
  "method": "wB97M-V/def2-TZVPD",
  "e_lumo_ev": -7.5,
  "total_charge": 3,
  "homo_lumo_gap_ev": 8.820,
  "species": ["Hf", "O", "P", "C", "P", "O", "C", "C", "C", "C", "C", "C", "C", "C", "C", "C", "C", "C", "C", "C", "C", "C", "C", "C", "C", "C", "C", "C", "C", "C", "H", "H", "H", "H", "H", "H", "H", "H", "H", "H", "H", "H", "H", "H", "H", "H", "H", "H", "H", "H", "H", "H", "C", "C", "C", "O", "C", "O", "O", "H", "H", "H", "H", "H", "H", "H", "C", "N", "C", "C", "N", "C", "H", "H", "H", "H", "H", "H", "C", "As", "C", "C", "S", "H", "H", "H", "H", "H", "H", "H", "H", "H"],
  "xyz": [[0.458, 0.988, 0.712], [-1.411, 0.144, 0.566], [-2.133, -0.862, -0.395], [-1.116, -2.366, -0.426], [0.649, -2.095, -0.772], [1.071, -0.884, 0.115], [0.879, -1.760, -2.487], [0.550, -2.782, -3.384], [0.744, -2.593, -4.739], [1.266, -1.389, -5.202], [1.612, -0.382, -4.313], [1.430, -0.568, -2.949], [1.557, -3.528, -0.325], [0.944, -4.765, -0.117], [1.723, -5.879, 0.160], [3.103, -5.753, 0.229], [3.716, -4.520, 0.019], [2.951, -3.403, -0.262], [-2.273, -0.198, -2.025], [-2.446, -1.058, -3.114], [-2.672, -0.536, -4.374], [-2.740, 0.843, -4.548], [-2.595, 1.699, -3.466], [-2.368, 1.183, -2.200], [-3.726, -1.229, 0.235], [-4.302, -2.493, 0.091], [-5.608, -2.697, 0.509], [-6.326, -1.647, 1.065], [-5.751, -0.389, 1.213], [-4.449, -0.170, 0.798], [-1.536, -3.083, -1.135], [-1.183, -2.800, 0.577], [0.167, -3.736, -3.032], [0.501, -3.385, -5.435], [1.421, -1.245, -6.264], [2.040, 0.541, -4.681], [1.742, 0.209, -2.262], [-0.132, -4.878, -0.173], [1.257, -6.841, 0.320], [3.709, -6.623, 0.442], [4.794, -4.440, 0.062], [3.432, -2.449, -0.442], [-2.423, -2.134, -2.988], [-2.810, -1.199, -5.219], [-2.925, 1.250, -5.534], [-2.676, 2.768, -3.609], [-2.289, 1.855, -1.354], [-3.754, -3.321, -0.343], [-6.064, -3.671, 0.404], [-7.346, -1.809, 1.389], [-6.320, 0.419, 1.651], [-4.000, 0.808, 0.923], [-1.796, 0.570, 4.405], [-0.586, 1.152, 3.722], [0.431, 1.731, 4.678], [0.093, 0.112, 2.870], [-1.003, 2.197, 2.682], [-2.100, 2.633, 2.539], [0.057, 2.522, 1.873], [-1.495, -0.167, 5.152], [-2.481, 0.116, 3.686], [-2.341, 1.362, 4.914], [0.710, 0.986, 5.423], [-0.005, 2.581, 5.205], [1.324, 2.074, 4.157], [-0.322, -0.735, 3.082], [5.382, -0.435, 3.204], [4.458, 0.203, 2.247], [4.815, 0.797, 1.055], [3.678, 1.303, 0.528], [2.615, 1.041, 1.394], [3.147, 0.359, 2.406], [5.776, 0.312, 3.886], [6.194, -0.894, 2.647], [4.844, -1.203, 3.753], [5.834, 0.820, 0.708], [3.547, 1.860, -0.382], [2.608, -0.014, 3.260], [1.896, 4.967, 1.027], [0.584, 4.601, -0.304], [0.981, 5.779, -1.741], [-1.164, 5.036, 0.284], [0.846, 2.610, -1.173], [1.611, 5.897, 1.518], [2.846, 5.095, 0.512], [1.952, 4.161, 1.751], [1.009, 6.790, -1.332], [0.203, 5.709, -2.498], [1.946, 5.521, -2.170], [-1.203, 6.124, 0.239], [-1.345, 4.669, 1.288], [-1.887, 4.609, -0.408]],
  "nbo_charge": [2.38, -1.17, 2.01, -1.18, 2.02, -1.17, -0.50, -0.13, -0.20, -0.15, -0.18, -0.17, -0.52, -0.11, -0.21, -0.14, -0.19, -0.16, -0.43, -0.18, -0.19, -0.13, -0.20, -0.19, -0.52, -0.16, -0.19, -0.14, -0.21, -0.11, 0.31, 0.30, 0.22, 0.25, 0.25, 0.24, 0.22, 0.21, 0.25, 0.25, 0.24, 0.22, 0.22, 0.25, 0.24, 0.24, 0.22, 0.21, 0.25, 0.25, 0.24, 0.22, -0.65, 0.17, -0.64, -0.78, 0.77, -0.51, -0.90, 0.24, 0.23, 0.27, 0.24, 0.26, 0.23, 0.53, -0.41, -0.29, -0.05, -0.08, -0.66, 0.24, 0.24, 0.24, 0.23, 0.26, 0.24, 0.23, -0.96, 1.56, -0.97, -0.96, -0.62, 0.27, 0.27, 0.27, 0.27, 0.27, 0.27, 0.27, 0.28, 0.26]
}

5.
{
  "formula": "C3H8N3",
  "method": "wB97M-V/def2-TZVPD",
  "e_lumo_ev": -3.8,
  "total_charge": 1,
  "homo_lumo_gap_ev": 10.543,
  "smiles": "N[C@H]1N=CC[NH2+]1",
  "relative_energy_kcal_mol": 68.15,
  "species": ["N", "C", "N", "C", "C", "N", "H", "H", "H", "H", "H", "H", "H", "H"],
  "xyz": [[-0.515, 0.829, -1.714], [0.394, 0.465, -0.739], [0.454, 1.338, 0.786], [0.027, 0.539, 1.630], [-0.252, -0.901, 1.083], [0.296, -0.937, -0.280], [-0.082, 1.528, -2.317], [-1.450, 1.127, -1.387], [1.478, 0.542, -1.110], [-0.157, 0.889, 2.634], [0.139, -1.594, 1.790], [-1.378, -0.943, 0.835], [1.232, -1.212, -0.222], [-0.187, -1.669, -0.989]],
  "nbo_charge": [-0.83, 0.22, -0.33, 0.07, -0.30, -0.54, 0.42, 0.41, 0.22, 0.24, 0.26, 0.24, 0.43, 0.49]
}

6.
{
  "formula": "C10H17BN3O",
  "method": "wB97M-V/def2-TZVPD",
  "e_lumo_ev": -4.5,
  "total_charge": 1,
  "homo_lumo_gap_ev": 8.556,
  "species": ["C", "C", "C", "C", "C", "C", "N", "B", "O", "N", "C", "C", "H", "H", "H", "H", "H", "H", "H", "H", "H", "H", "H", "H", "H", "H", "C", "C", "N", "H", "H", "H"],
  "xyz": [[0.281, -2.352, 2.103], [-0.422, -1.360, 1.121], [-1.658, -1.845, 0.466], [-2.416, -0.948, -0.452], [-1.839, 0.396, -0.677], [-0.599, 0.779, 0.012], [0.083, -0.079, 0.881], [1.328, 0.482, 1.545], [1.335, 0.450, 2.972], [2.454, 1.073, 0.819], [3.540, 0.085, 0.545], [3.084, 2.071, 1.767], [0.621, -1.876, 3.061], [1.123, -2.930, 1.633], [-0.491, -3.122, 2.403], [-2.027, -2.877, 0.673], [-3.361, -1.326, -0.906], [-2.378, 1.095, -1.378], [-0.247, 1.827, -0.188], [0.473, 0.859, 3.211], [3.213, -0.802, -0.065], [4.306, 0.625, -0.094], [4.111, -0.224, 1.475], [3.854, 2.674, 1.202], [3.626, 1.566, 2.617], [2.272, 2.739, 2.150], [-3.172, 0.383, -4.899], [-3.798, 0.748, -3.629], [-4.290, 1.037, -2.631], [-2.090, 0.518, -4.864], [-3.364, -0.660, -5.153], [-3.551, 0.994, -5.720]],
  "nbo_charge": [-0.69, 0.31, -0.23, -0.08, -0.24, 0.08, -0.59, 1.27, -0.89, -0.73, -0.44, -0.42, 0.27, 0.26, 0.25, 0.26, 0.27, 0.29, 0.26, 0.50, 0.21, 0.22, 0.20, 0.22, 0.20, 0.21, -0.73, 0.32, -0.37, 0.26, 0.26, 0.27]
}